{
  "formula": "C4H25N2O9",
  "method": "ωB97M-V with the def2-TZVPD basis set",
  "e_above_lowest_kj_mol": 315.5,
  "lumo_energy_ev": -2.53,
  "gap_ev": 10.90,
  "total_charge": 1,
  "symbols": ["N", "C", "C", "O", "C", "N", "C", "O", "H", "H", "H", "H", "H", "H", "H", "H", "H", "H", "H", "H", "H", "O", "H", "H", "O", "H", "H", "O", "H", "H", "O", "H", "H", "O", "H", "H", "O", "H", "H", "O"],
  "coordinates": [[-1.692, -0.766, -0.373], [-0.987, 0.091, 0.746], [-1.674, -0.323, 2.021], [-2.997, 0.117, 1.897], [0.463, -0.204, 0.618], [1.244, 0.518, 1.393], [1.192, 1.101, 2.729], [0.838, -0.826, -0.435], [-3.333, 1.754, -2.479], [-1.619, -0.424, -1.417], [-2.615, -0.707, -0.114], [-1.146, 1.121, 0.497], [-1.689, -1.473, 2.230], [-1.165, 0.184, 2.880], [-3.009, 1.066, 1.962], [2.244, 0.553, 1.010], [2.126, 1.687, 2.862], [1.237, 0.410, 3.544], [0.387, 1.808, 2.977], [-1.902, 2.280, -2.594], [-1.377, -1.857, -0.214], [-2.424, 1.524, -2.239], [-0.451, 0.102, -4.734], [-0.805, 0.070, -3.264], [-0.495, 0.618, -3.894], [-0.753, -4.078, -1.049], [0.354, -3.111, -0.445], [-0.596, -3.187, -0.749], [-0.803, 4.228, 1.560], [-0.763, 2.743, 2.076], [-1.017, 3.326, 1.425], [2.125, 0.249, -3.076], [2.049, -1.132, -2.410], [2.546, -0.345, -2.423], [2.935, 0.382, -1.030], [4.352, 0.448, -0.626], [3.597, 0.719, -0.327], [1.821, -3.549, 0.975], [2.063, -2.090, 0.274], [1.741, -3.025, 0.215]],
  "atomic_forces_ev_per_a": [[3.188, -0.729, -0.613], [-0.772, -2.707, -1.754], [0.272, -0.513, 1.231], [-0.742, -0.893, 0.260], [0.155, 0.035, -3.185], [3.521, -0.051, -0.042], [0.578, 1.245, 0.308], [-0.502, 1.818, 3.068], [0.148, -0.162, 0.104], [0.141, -0.701, 2.904], [-3.144, 0.260, 0.475], [-0.207, 0.670, 0.004], [0.155, 2.060, -0.567], [-0.366, -0.668, -0.514], [-0.187, 0.718, 0.068], [-1.315, -0.193, 0.401], [-0.605, -0.241, -0.374], [-0.211, -0.943, 0.246], [0.092, -0.379, -0.494], [-0.348, -0.925, 0.274], [-0.258, 2.038, -1.422], [0.094, 0.896, -0.075], [-0.087, 0.617, 1.075], [-1.710, -2.872, 3.036], [2.180, 2.230, -4.465], [-0.163, -0.408, -0.031], [-0.323, -0.161, -0.117], [-0.158, 0.477, 0.153], [0.527, 1.007, 0.755], [1.123, -0.989, 2.467], [-1.793, 0.080, -3.286], [0.193, -0.513, 0.407], [-1.080, -1.440, 0.083], [0.751, 1.936, -1.213], [1.239, 0.486, 0.976], [7.172, -2.416, -2.553], [-8.328, 2.021, 2.125], [0.652, -0.713, 1.850], [-0.350, -1.238, 0.270], [0.467, 1.261, -1.831]]
}



{
  "formula": "C25H44BrF3N4O16P",
  "method": "ωB97M-V with the def2-TZVPD basis set",
  "lumo_energy_ev": -3.48,
  "gap_ev": 8.76,
  "total_charge": 1,
  "symbols": ["N", "C", "N", "C", "C", "C", "C", "O", "C", "O", "N", "C", "O", "C", "P", "O", "Br", "C", "F", "F", "F", "N", "H", "H", "H", "H", "H", "H", "H", "H", "H", "H", "H", "H", "C", "C", "O", "C", "O", "O", "C", "H", "H", "H", "H", "H", "H", "H", "H", "C", "C", "O", "C", "O", "O", "C", "H", "H", "H", "H", "H", "H", "H", "H", "C", "C", "O", "C", "O", "O", "C", "H", "H", "H", "H", "H", "H", "H", "H", "C", "C", "O", "C", "O", "O", "C", "H", "H", "H", "H", "H", "H", "H", "H"],
  "coordinates": [[3.860, -2.715, -0.463], [2.979, -1.969, -1.082], [2.265, -2.536, -2.102], [1.029, -1.863, -2.543], [0.574, -0.769, -1.583], [-0.686, -0.118, -2.227], [-1.957, -0.080, -1.403], [-1.798, 0.804, -0.303], [-2.817, 0.823, 0.576], [-3.115, 1.800, 1.187], [0.236, -1.352, -0.249], [0.008, -2.541, -0.111], [-0.214, -3.648, 0.012], [1.806, 0.149, -1.336], [1.683, 1.694, -0.077], [0.611, 1.190, 1.023], [0.462, 3.178, -1.145], [2.466, 0.725, -2.609], [1.571, 1.252, -3.462], [3.376, 1.677, -2.280], [3.157, -0.241, -3.290], [2.854, -0.666, -0.678], [3.977, -3.690, -0.706], [4.462, -2.334, 0.250], [2.884, -2.722, -2.886], [1.202, -1.397, -3.511], [0.239, -2.593, -2.719], [-0.957, -0.704, -3.106], [-0.492, 0.889, -2.574], [-2.289, -1.072, -1.090], [-2.736, 0.311, -2.061], [-3.350, -0.129, 0.709], [0.754, 0.297, 1.361], [2.687, -0.666, 0.327], [6.757, -8.327, -0.424], [6.858, -6.852, -0.109], [5.568, -6.199, -0.186], [4.775, -6.382, 0.865], [5.029, -6.971, 1.874], [3.626, -5.728, 0.614], [2.649, -5.804, 1.660], [6.280, -8.479, -1.392], [7.752, -8.769, -0.450], [6.169, -8.849, 0.329], [7.472, -6.340, -0.847], [7.292, -6.677, 0.874], [3.075, -5.486, 2.608], [2.261, -6.816, 1.747], [1.845, -5.133, 1.369], [-3.639, 4.288, -1.571], [-4.760, 3.952, -0.611], [-6.018, 4.486, -1.050], [-6.614, 3.790, -2.014], [-6.210, 2.764, -2.501], [-7.748, 4.406, -2.331], [-8.492, 3.789, -3.387], [-3.587, 5.364, -1.736], [-2.687, 3.947, -1.160], [-3.794, 3.808, -2.538], [-4.575, 4.406, 0.359], [-4.850, 2.878, -0.463], [-8.666, 2.737, -3.176], [-7.963, 3.895, -4.333], [-9.437, 4.319, -3.435], [4.838, 3.789, 0.262], [5.467, 4.751, -0.723], [5.054, 6.101, -0.482], [5.674, 6.708, 0.534], [6.539, 6.227, 1.218], [5.183, 7.937, 0.641], [5.733, 8.707, 1.717], [3.754, 3.899, 0.260], [5.088, 2.760, 0.000], [5.191, 3.982, 1.274], [5.136, 4.534, -1.737], [6.554, 4.688, -0.703], [6.819, 8.720, 1.668], [5.410, 8.301, 2.674], [5.344, 9.712, 1.593], [-6.003, 0.479, 3.283], [-7.012, -0.443, 2.636], [-6.489, -1.774, 2.477], [-6.504, -2.525, 3.578], [-6.938, -2.204, 4.650], [-5.972, -3.711, 3.277], [-5.904, -4.619, 4.381], [-5.066, 0.464, 2.725], [-6.378, 1.502, 3.299], [-5.790, 0.175, 4.307], [-7.241, -0.111, 1.625], [-7.945, -0.478, 3.197], [-6.877, -4.729, 4.853], [-5.176, -4.272, 5.112], [-5.586, -5.571, 3.966]],
  "atomic_forces_ev_per_a": [[0.203, -0.172, -0.039], [0.186, 0.046, -0.207], [0.253, 0.981, 0.036], [0.243, 0.229, -0.375], [-0.399, 0.039, -0.006], [-0.155, -0.089, 0.226], [-0.065, 0.015, -0.223], [-0.087, -0.007, -0.238], [-0.325, 0.263, 0.306], [0.229, 0.043, 0.115], [0.433, 0.129, -0.202], [0.247, 1.964, -0.656], [-0.458, -2.238, 0.619], [-0.103, 0.595, 0.008], [0.318, -0.015, 0.229], [0.058, -0.011, -0.118], [0.010, -0.133, -0.016], [0.228, 0.268, -0.155], [0.654, -0.329, 0.388], [-0.708, -0.678, -0.357], [-0.159, 0.607, 0.146], [-1.379, -0.795, 0.242], [-0.181, -0.226, 0.205], [0.143, 0.109, -0.125], [-0.118, -0.677, 0.082], [-0.005, 0.021, -0.059], [0.028, -0.221, 0.331], [0.112, 0.015, -0.150], [0.178, 0.092, 0.025], [0.108, -0.094, 0.208], [-0.046, 0.016, -0.005], [0.041, -0.243, -0.224], [-0.211, -0.039, 0.007], [0.670, 0.314, 0.076], [-0.237, -0.012, 0.011], [0.324, -0.145, -0.048], [0.021, 0.043, -0.047], [0.049, 0.230, -0.044], [-0.030, -0.140, 0.078], [-0.070, 0.207, -0.127], [-0.123, 0.051, 0.072], [0.075, 0.008, -0.041], [0.029, 0.011, -0.006], [0.044, 0.009, 0.052], [-0.096, 0.073, -0.045], [-0.111, -0.005, 0.063], [0.039, -0.073, 0.026], [0.059, -0.044, 0.040], [0.009, -0.017, -0.065], [-0.075, 0.024, -0.168], [0.329, -0.047, 0.172], [0.008, 0.019, -0.053], [-0.098, -0.021, 0.134], [0.057, -0.061, -0.090], [-0.022, 0.042, -0.040], [-0.111, 0.011, -0.050], [0.046, 0.015, 0.067], [-0.013, 0.001, 0.049], [-0.004, -0.048, 0.019], [-0.123, 0.061, 0.009], [-0.079, -0.008, -0.062], [0.052, -0.028, 0.001], [0.037, -0.054, 0.001], [0.018, 0.053, 0.038], [-0.034, 0.131, 0.173], [0.071, -0.272, -0.137], [-0.068, -0.010, -0.021], [0.045, 0.104, -0.107], [0.032, -0.068, 0.104], [-0.048, 0.020, 0.018], [0.003, 0.128, 0.046], [-0.021, -0.022, -0.081], [-0.001, -0.010, -0.046], [0.071, -0.007, -0.019], [-0.058, 0.098, -0.010], [0.012, 0.059, 0.091], [0.020, -0.057, 0.007], [0.048, -0.045, 0.010], [-0.048, -0.016, -0.047], [0.165, -0.143, 0.066], [-0.124, 0.310, -0.040], [0.064, 0.007, -0.057], [-0.117, -0.065, -0.111], [0.022, 0.047, 0.124], [0.079, -0.025, -0.001], [0.022, -0.128, 0.009], [-0.022, 0.107, -0.042], [-0.018, 0.012, -0.032], [-0.079, -0.007, 0.024], [0.039, -0.095, -0.052], [0.042, -0.095, 0.083], [-0.014, 0.052, 0.028], [-0.044, 0.038, 0.042], [0.016, 0.023, -0.059]]
}



{
  "formula": "C4H6Cl2O",
  "method": "ωB97M-V with the def2-TZVPD basis set",
  "e_above_lowest_kj_mol": 195.1,
  "lumo_energy_ev": -0.72,
  "smiles": "C[C@]1(Cl)CC1=O.Cl",
  "gap_ev": 9.49,
  "total_charge": 0,
  "symbols": ["C", "C", "C", "C", "O", "Cl", "Cl", "H", "H", "H", "H", "H", "H"],
  "coordinates": [[0.574, -0.098, 0.451], [-0.852, 0.195, -0.106], [0.332, 0.485, -0.941], [-1.729, 1.231, 0.614], [0.672, 0.650, -2.090], [-1.840, -1.167, -0.747], [1.539, -1.641, -3.518], [1.000, 0.502, 1.205], [0.808, -1.152, 0.613], [-2.134, 0.704, 1.539], [-2.359, 1.510, -0.200], [-1.094, 2.061, 1.021], [1.123, -0.644, -2.715]],
  "atomic_forces_ev_per_a": [[-0.492, -1.197, -2.062], [-0.055, 0.841, 0.744], [-0.511, -1.218, 0.374], [1.866, -1.177, 1.130], [-0.266, 0.764, 1.659], [0.710, 0.510, 0.404], [-0.188, 0.226, 0.408], [-0.021, 1.033, 0.900], [0.348, 0.172, -0.579], [-0.204, 0.801, -1.511], [-1.280, 0.770, 0.348], [-0.597, -0.516, -0.718], [0.691, -1.009, -1.095]]
}



For the records above, the corresponding HOMO level values read -13.43, -12.24, -10.21 eV.